19
Properties=species:S:1:pos:R:3:forces:R:3 method="wB97M-V/def2-TZVPD" charge=0 relative_energy_kj_mol=194.84 total_energy_ha=-746.917109
C 0.470148 0.045121 -2.693915 -1.90 2.35 1.93
C -0.310312 1.216242 -2.766523 -0.04 1.00 -0.33
C 0.246812 -0.717898 -1.566651 -0.25 -2.99 -1.65
C -1.312178 1.481464 -1.856337 0.82 -1.98 1.12
C 1.277008 0.267630 3.865570 -0.12 -0.74 1.21
C -0.823854 -0.375894 -0.712542 1.09 -1.06 -0.35
C 0.477823 -0.324832 1.963245 -2.22 -1.27 -0.75
C -1.016945 -1.332019 0.380978 1.57 0.21 4.38
N -1.562659 0.711184 -0.811695 -0.24 -1.12 0.66
N 2.160172 0.483551 2.974036 1.28 0.36 0.55
N 1.666589 0.084718 1.740314 -0.71 0.10 -0.07
O 0.117756 -0.261949 3.318916 1.08 0.26 -0.56
F -2.094811 -1.410185 1.153939 0.79 0.37 -1.51
F -0.447201 -2.536326 0.316044 -0.73 1.19 -0.47
H 1.222374 -0.178318 -3.366408 1.25 -0.42 -1.34
H -0.253822 2.091417 -3.408658 0.76 -0.75 -0.88
H 0.675691 -1.804807 -1.668197 -0.62 2.34 1.14
H -1.989775 2.260438 -1.865605 -0.81 2.01 -0.75
H 1.497183 0.300465 5.003490 -1.00 0.13 -2.33



17
Properties=species:S:1:pos:R:3:forces:R:3 method="wB97M-V/def2-TZVPD" charge=0 relative_energy_kj_mol=746.63 total_energy_ha=-588.073902
C 1.035063 1.454796 -0.789890 1.09 2.76 -0.59
C 1.540092 0.615225 0.100677 0.21 -3.43 2.01
C 0.408070 -0.332136 0.302668 -0.83 1.31 -0.40
C 0.198054 -1.337973 1.307505 -3.11 -0.17 -3.52
C -0.951190 -2.109750 1.258267 -3.12 2.86 -2.08
C -2.167784 -1.463011 0.482410 4.50 -2.14 -0.05
C -1.961559 -0.453812 -0.435083 0.28 0.91 -0.31
C -0.650573 0.137322 -0.617090 -0.18 -3.50 4.20
H 2.621464 0.404493 0.603069 -2.99 1.37 -1.44
H 0.835535 -1.796471 1.935448 3.26 -0.55 1.80
H -0.969717 -3.106251 1.714693 -0.49 0.74 0.16
H -3.031014 -2.000846 0.168777 -0.89 -0.66 1.08
H -2.905757 -0.191361 -0.962406 1.27 0.30 -0.06
N 1.843999 2.705820 -1.056856 1.39 2.04 -5.64
O 2.772986 3.161303 -0.302382 -4.29 -2.29 -2.49
O 1.655570 3.145602 -2.363399 0.69 -1.68 6.48
O -0.273241 1.167049 -1.346406 3.20 2.14 0.85



14
Properties=species:S:1:pos:R:3:forces:R:3 method="wB97M-V/def2-TZVPD" charge=0 relative_energy_kj_mol=387.57 total_energy_ha=-308.151068
C 0.112251 1.597325 -0.479425 0.06 0.70 0.75
C -0.684115 2.643448 -0.442996 1.78 0.71 -3.10
C 1.243501 -2.034129 -0.387665 1.02 -0.56 -2.53
C -1.569171 -0.026256 0.527449 -1.23 -0.48 1.33
C 0.397069 -1.545976 0.789341 -0.81 0.79 0.96
C 0.954463 0.630383 -0.495359 -0.31 -0.94 0.27
C 1.154333 -0.604497 -0.136394 0.83 0.30 0.29
C -0.936260 -0.997169 0.891290 0.38 -0.40 -2.09
H -0.640429 3.423808 -1.248850 0.09 -0.88 0.67
H -1.412373 2.841006 0.258476 -1.28 0.00 1.71
H 2.207655 -2.592904 -0.231839 -1.16 0.63 0.54
H 0.913933 -2.272664 -1.465752 -0.28 0.00 2.00
H -2.359634 0.660081 0.577818 -0.56 0.49 -0.31
H 0.618776 -1.722456 1.843907 1.48 -0.37 -0.49



20
Properties=species:S:1:pos:R:3:forces:R:3 method="wB97M-V/def2-TZVPD" charge=+2 total_energy_ha=-810.719625
O 3.295757 -4.372529 2.360006 -2.66 0.63 -2.36
C 2.447083 -4.165901 1.610711 2.61 -0.61 2.32
Cd -1.076024 -2.207059 -1.280317 0.97 1.57 1.85
C -2.394787 -3.496396 0.199425 -2.26 -1.07 0.85
C 0.381560 -3.086894 -2.808566 2.26 -1.73 -5.22
O -3.250110 -4.001024 0.740015 2.19 1.14 -1.10
O 0.897666 -3.436354 -3.783897 -2.33 1.67 4.96
N -0.021951 3.984472 0.557868 0.16 -1.41 -0.21
C 0.021516 2.616699 0.363608 -0.46 1.73 -0.05
C 0.303270 2.106712 -0.978770 -0.05 -0.99 0.47
C 0.209167 0.737735 -1.148523 -0.22 1.40 0.65
N -0.199740 -0.036171 -0.130285 -0.18 -3.79 -1.23
C -0.338877 0.359607 1.146978 -0.24 0.91 -0.27
C -0.273722 1.703398 1.465434 0.27 -0.54 -0.77
H 0.176033 4.586375 -0.288847 -0.44 -0.66 2.05
H -0.244962 4.321313 1.531022 0.50 -0.03 -1.99
H 0.555316 2.649752 -1.913154 -0.09 0.29 1.27
H 0.480786 0.228477 -2.082167 -0.29 0.50 0.29
H -0.487268 -0.420105 1.903509 -0.17 0.45 -0.36
H -0.480715 1.927891 2.535951 0.45 0.53 -1.14



21
Properties=species:S:1:pos:R:3:forces:R:3 method="wB97M-V/def2-TZVPD" charge=0 relative_energy_kj_mol=348.73 total_energy_ha=-1886.828216
C -0.324792 -1.759191 1.142402 0.04 -3.15 1.84
C 0.587544 -2.390907 0.337732 -0.91 3.07 -1.80
C -0.484473 -0.388223 1.302009 0.36 1.28 0.09
C 1.176818 -0.075124 -0.521360 -1.54 0.53 0.30
C 0.288289 0.497211 0.440642 -0.74 -0.48 0.82
C 1.197001 -1.483247 -0.620783 0.95 -0.73 1.51
C -0.961706 1.594072 -1.647062 0.54 2.38 0.20
C -1.267299 0.170807 2.313009 -0.67 2.38 -1.44
N -1.736804 0.838296 -2.085722 -1.01 -2.43 -1.00
N 1.760798 0.754149 -1.420388 2.36 -1.58 -2.59
O 0.904140 2.944779 -0.169294 1.53 1.36 -0.56
O -1.339364 2.710442 0.732673 -0.33 -0.25 0.39
S -0.213699 2.129183 0.071892 -0.85 -2.24 -0.15
Cl 2.415144 -2.181782 -1.612764 0.35 -0.17 -0.78
Cl -2.292464 -0.694153 3.375051 0.33 0.16 -0.22
H -0.838773 -2.428051 1.869754 0.12 0.76 -0.61
H 0.622330 -3.465518 0.224959 0.35 0.12 0.10
H -1.475480 1.297252 2.109244 0.11 -2.21 1.40
H -2.108936 -0.118017 -2.172823 0.25 0.96 0.47
H 1.719144 1.758801 -1.534375 -0.24 -0.39 0.87
H 2.372584 0.289222 -2.134796 -1.02 0.63 1.16



23
Properties=species:S:1:pos:R:3:forces:R:3 method="wB97M-V/def2-TZVPD" charge=+4 relative_energy_kj_mol=233.71 total_energy_ha=-2495.429772
Sc 0.888973 -2.628893 -2.241684 4.21 3.66 2.94
Tl -2.585277 -0.547770 0.743347 -0.40 1.16 0.61
Cl 1.948122 -0.602925 -2.523503 -1.33 -2.06 0.11
Cl -2.782215 -2.831742 1.147656 -0.46 -1.38 -0.43
C -0.768556 -1.821110 2.871686 1.70 -1.87 1.46
C -1.199482 -2.147224 -2.695502 -7.56 2.49 -5.09
C 0.413249 -4.169902 -3.544697 -3.00 -7.22 -8.82
O -0.178623 -2.693049 3.311911 -1.40 2.06 -1.01
O -2.122136 -1.843592 -3.359009 5.64 -1.95 4.42
O 0.058213 -4.842635 -4.440458 2.32 4.17 5.89
N -1.012864 1.247851 -0.839287 1.46 -0.16 -0.12
C -0.065638 1.538529 0.141402 -1.00 -0.26 -0.87
C 0.359971 2.883387 0.375831 0.53 0.47 0.96
C 1.201640 3.082574 1.464925 -0.16 0.19 1.05
C 1.543531 1.980133 2.314840 0.58 3.51 -1.04
C 1.074107 0.754552 1.994715 -2.05 -4.40 -2.42
N 0.294532 0.507079 0.879241 1.03 -0.41 1.91
H -0.813098 0.417455 -1.423967 -0.10 0.72 0.75
H -1.294210 2.016000 -1.429679 -0.27 0.45 -0.16
H 0.021497 3.699026 -0.257136 0.09 0.00 0.07
H 1.500238 4.095274 1.788015 0.03 -0.56 -0.51
H 2.217890 2.071564 3.136930 0.25 0.39 0.62
H 1.300135 -0.164582 2.584422 -0.11 1.01 -0.34